Entry 1:
The following is a DFT calculation (ωB97M-V with the def2-TZVPD basis set) of one molecule with the formula C6H12N2O.

```
21
Properties=species:S:1:pos:R:3:forces:R:3:mulliken_charge:R:1
O 2.16995 0.13190 -1.21192 -1.027 0.124 -0.282 -0.6314
N -1.70443 -0.65960 1.14891 1.619 0.923 -0.937 -0.6678
N 0.52934 -1.44736 -1.43217 0.871 0.074 -0.975 -0.3228
C 0.98846 -0.15590 -1.12696 0.443 -1.758 0.831 -0.0777
C -1.27417 0.88869 -1.19883 -0.889 -0.033 -0.638 -1.8267
C 0.48262 1.81767 0.34633 0.171 -0.001 0.427 -1.8503
C 0.62744 -1.15865 1.64823 0.247 -0.105 -0.443 -1.4324
C -0.07194 0.55277 -0.30831 -0.552 -0.954 0.103 2.2942
C -0.46149 -0.56199 0.77879 -1.786 1.599 1.913 0.2413
H -0.43068 -1.68686 -1.64723 0.152 0.450 0.235 0.2151
H 1.03410 -0.39517 2.31460 0.034 0.000 -0.052 0.3141
H 0.76892 2.56036 -0.40807 -0.164 -0.252 0.029 0.3987
H 0.22814 -1.97752 2.25407 -0.042 0.205 -0.098 0.4674
H 1.21545 -2.06632 -1.84985 -0.144 0.281 -0.061 0.2530
H -0.26762 2.26412 1.00955 0.062 -0.118 -0.180 0.4495
H 1.38425 1.61905 0.93556 -0.152 -0.068 -0.121 0.3947
H -2.07771 0.14454 -1.21050 0.292 -0.142 0.464 0.4379
H -1.79530 -1.08204 2.07752 0.178 -0.590 -0.541 0.2700
H -1.01212 0.96292 -2.26034 0.346 0.330 0.184 0.3682
H 1.44419 -1.56877 1.05041 0.030 0.154 0.084 0.3232
H -1.77739 1.81813 -0.90979 0.313 -0.118 0.057 0.3819
```
Forces are in eV/Å.

Output
Multiplicity: 1
Frontier orbital gap, eV: 10.5
SMILES string: [H]/N=C(\C)C(C)(C)C(N)=O
ΔE to the lowest compared entry with this formula, charge and spin, kcal per mole: 10.57
Total energy, eV: -11444.213


Entry 2:
The following is a DFT calculation (ωB97M-V with the def2-TZVPD basis set) of one molecule with the formula C19H24N2O6S.

```
52
Properties=species:S:1:pos:R:3:forces:R:3:mulliken_charge:R:1
S -3.94213 -0.76704 1.26153 0.007 0.108 0.031 1.3281
O 3.16326 1.33104 -0.59763 0.124 -0.002 0.254 -0.2864
O -3.44797 -0.23931 2.49923 0.182 0.191 -0.174 -0.7254
O -4.92887 -1.80719 1.30784 0.096 -0.041 -0.371 -0.7220
O 6.49302 0.07281 1.51075 0.177 0.217 0.294 -0.4373
O -0.16712 1.94374 -0.60145 -0.198 0.215 0.109 -0.6290
O 3.29915 -0.63656 -1.67839 0.206 0.053 0.026 -0.7843
N 0.64169 -0.14440 -1.06559 0.253 -0.435 -0.135 0.0280
N -4.55344 0.48453 0.37416 0.412 -0.848 0.673 0.3509
C -4.02902 1.81543 0.56845 0.180 0.555 0.259 -0.3638
C -1.51426 -0.51691 0.02585 0.170 0.203 0.000 -0.2218
C -2.54891 -1.38615 0.30171 -0.449 -0.039 0.252 -0.0831
C -0.40539 -2.29346 -1.16035 -0.048 0.070 0.053 -0.5670
C -5.14374 2.85477 0.64081 0.214 -0.253 -0.022 -1.4565
C 2.08331 1.74661 -1.42605 -0.327 0.177 -0.374 -0.8515
C 7.78821 -1.98894 1.32193 -0.099 0.356 0.146 -1.2692
C 5.69628 -1.29155 -0.05107 0.329 0.195 0.413 -1.1075
C 0.71741 1.20410 -0.96786 0.583 0.091 -0.201 0.7723
C -5.08799 0.10675 -0.91627 -0.528 -0.329 -0.310 -0.6321
C -0.43301 -0.96680 -0.72689 -0.489 -0.045 0.167 -0.0530
C 3.72815 0.13649 -0.84330 -0.045 -0.047 -0.115 0.7132
C 6.65931 -1.12646 0.88998 -0.292 -0.781 -0.756 0.5507
C 4.88541 -0.11406 -0.00660 0.491 0.281 0.606 0.7535
C 5.04541 2.01868 1.49756 0.148 -0.044 0.103 -1.1128
C -2.54007 -2.69435 -0.13874 -0.205 -0.091 0.071 -0.3046
C 5.43029 0.68562 0.97715 -0.847 -0.059 -0.773 0.4307
C -1.45069 -3.14888 -0.86743 0.045 0.091 0.039 -0.7404
C -6.58457 -0.17298 -0.83181 0.221 0.006 -0.119 -1.2576
H 7.79520 -2.90179 0.73505 0.000 -0.043 -0.028 0.3406
H 7.69029 -2.24165 2.37682 0.042 -0.082 0.055 0.3040
H 5.70638 2.29056 2.31620 0.002 0.060 0.046 0.3444
H -1.54484 0.49210 0.39740 0.075 0.118 -0.026 0.5273
H 4.01486 2.00586 1.84680 -0.010 0.035 0.040 0.2716
H 8.73585 -1.46903 1.18845 0.100 -0.039 -0.012 0.3048
H 1.45121 -0.61803 -1.47080 -0.170 0.295 0.128 0.1803
H -3.49668 1.78589 1.51986 0.064 0.207 -0.136 0.4449
H -5.84843 2.58577 1.42257 -0.096 0.003 0.081 0.3509
H -6.96403 -0.48484 -1.80191 -0.105 -0.033 -0.104 0.4291
H -5.67662 2.91883 -0.30484 -0.104 0.060 -0.096 0.2993
H 2.06242 2.83560 -1.35983 -0.083 -0.223 0.001 0.3124
H -1.41808 -4.17185 -1.21008 0.001 -0.080 -0.028 0.3952
H 2.26729 1.42965 -2.46010 0.003 0.097 0.154 0.3535
H -4.57037 -0.79778 -1.25809 -0.032 0.139 -0.194 0.3736
H -4.88185 0.90623 -1.63353 0.113 -0.056 0.080 0.4330
H -3.32125 2.08025 -0.22984 -0.003 -0.076 0.090 0.2696
H -4.71924 3.82944 0.86670 0.009 0.127 -0.021 0.4365
H -3.37629 -3.33032 0.10239 -0.067 -0.129 -0.017 0.5293
H 0.44431 -2.64540 -1.72748 0.084 -0.040 -0.084 0.4338
H -6.75236 -0.96458 -0.10751 -0.093 -0.047 0.009 0.2855
H 5.11527 2.76768 0.71060 0.008 0.055 0.010 0.2670
H 5.55289 -2.12371 -0.70744 0.039 -0.244 -0.117 0.5009
H -7.11960 0.71559 -0.50887 -0.088 0.102 0.023 0.2902
```
Forces are in eV/Å.

Output
Multiplicity: 1
Frontier orbital gap, eV: 9.4
SMILES string: CCN(CC)S(=O)(=O)c1cccc(NC(=O)COC(=O)c2cc(C)oc2C)c1
ΔE to the lowest compared entry with this formula, charge and spin, kcal per mole: 0.88
Total energy, eV: -46193.280


Entry 3:
The following is a DFT calculation (ωB97M-V with the def2-TZVPD basis set) of one molecule with the formula C20H31N3O4S.

```
59
Properties=species:S:1:pos:R:3:forces:R:3:mulliken_charge:R:1
S 1.89269 0.05580 3.59961 -0.005 -0.086 -0.692 -0.2508
O 2.58504 3.88261 0.44692 -0.084 0.083 0.074 -0.6076
O -0.22308 -3.25806 0.70168 -0.032 -0.134 -0.084 -0.6783
O -1.12426 0.36914 0.22801 0.048 0.109 0.383 -0.6825
O 2.62828 2.35584 -1.20324 0.013 -0.409 -0.328 -0.2565
N -0.64083 -1.27947 -1.22960 0.385 -0.225 -0.149 0.2068
N 2.47241 -0.02108 1.09723 -0.085 -0.455 -0.490 -0.1051
N 1.01497 -1.75568 1.79390 -0.218 -0.567 0.548 0.0868
C -5.81404 -0.14720 -0.62151 -0.191 -0.143 -0.409 0.7673
C 1.58717 -2.25327 -1.62397 0.061 0.189 0.081 0.4446
C -5.15282 -1.52547 -0.65653 0.090 0.215 0.350 -1.0291
C 3.94182 1.90599 0.69113 -0.298 0.169 -0.064 -0.8185
C -7.27939 -0.23463 -1.03806 0.243 0.062 0.197 -1.7065
C 1.65668 3.07535 -1.97041 -0.450 0.406 -0.215 -0.6572
C 0.33129 2.33120 -1.98837 0.426 0.094 0.176 -0.5678
C -2.91930 -0.47705 -1.14541 0.001 0.240 0.474 0.3690
C 3.12985 1.05342 1.61203 0.136 0.257 0.866 -0.2218
C -3.57737 0.90162 -1.12088 0.019 -0.098 -0.255 -0.9088
C 2.97605 2.84703 -0.01892 0.485 0.102 0.301 0.7917
C -1.49225 -0.40356 -0.63413 -0.298 -0.100 -0.633 -0.0831
C 1.84948 -1.39789 -2.85973 -0.157 -0.205 0.112 -1.4414
C 1.77935 -0.63962 1.98528 0.364 0.774 0.853 0.3794
C 0.46283 -2.26222 0.64124 -0.022 0.170 -0.053 -0.6133
C -5.04306 0.81028 -1.53077 0.101 0.031 0.366 -1.0270
C 2.89936 -2.61525 -0.93378 -0.178 -0.053 -0.121 -1.3649
C 0.67582 -1.49074 -0.65379 -0.222 0.082 -0.172 0.9792
C -3.69089 -1.43914 -0.23165 -0.088 -0.180 -0.276 -0.6884
C 2.94212 1.25534 2.94241 0.025 -0.167 -0.211 -0.3560
H 0.70795 -2.22837 2.63778 0.018 -0.038 -0.274 0.3176
H 4.65847 2.49692 1.25901 -0.037 0.023 -0.096 0.4417
H -3.62866 -1.06912 0.79406 0.051 -0.003 0.058 0.3513
H -0.03702 2.18414 -0.97587 -0.065 0.003 0.051 0.2040
H -7.82580 -0.90524 -0.37865 -0.120 -0.075 0.039 0.4083
H -5.76388 0.23410 0.40440 0.042 0.007 0.028 0.2447
H 2.38000 -0.49205 -2.57565 0.084 0.163 0.018 0.2557
H 4.44004 1.27845 -0.04606 0.070 0.018 0.073 0.2056
H 2.07177 3.16158 -2.97871 0.002 0.016 0.158 0.3196
H 0.44896 1.35729 -2.45612 -0.040 -0.141 -0.065 0.0099
H -1.03131 -2.05747 -1.74032 -0.098 0.081 0.029 0.4871
H 2.72720 -3.31585 -0.11986 0.075 -0.105 0.121 0.3545
H -5.21579 -1.92950 -1.67023 -0.062 -0.055 -0.083 0.3414
H 3.36426 -1.72058 -0.52832 0.089 0.057 0.027 0.1515
H -3.23072 -2.43016 -0.25603 0.039 -0.005 0.078 0.2834
H -0.39846 2.90864 -2.54930 -0.104 0.057 -0.089 0.4628
H 1.07413 -3.17631 -1.91910 -0.020 0.007 0.031 0.3769
H -5.11112 0.45679 -2.56312 -0.082 -0.009 -0.101 0.3360
H 0.91578 -1.11843 -3.34215 -0.043 0.086 -0.103 0.3264
H -3.49301 1.30759 -0.11165 0.053 0.036 0.008 0.2554
H -3.04019 1.57332 -1.79407 0.044 0.073 0.056 0.2588
H -7.36422 -0.61094 -2.05567 -0.031 -0.049 -0.136 0.3458
H 1.53698 4.07174 -1.53382 0.062 -0.168 -0.152 0.4029
H 3.34958 2.02390 3.56542 0.136 0.199 0.114 0.5014
H 2.45660 -1.94587 -3.57632 0.074 -0.029 -0.089 0.4641
H -5.68517 -2.20872 0.00841 -0.055 -0.065 -0.046 0.3977
H 3.58097 -3.07754 -1.64369 0.076 -0.078 -0.038 0.4678
H -5.49571 1.80302 -1.48909 -0.048 0.025 -0.078 0.4110
H -7.74829 0.74585 -0.99576 -0.112 0.092 -0.024 0.4156
H 1.10329 -0.51013 -0.43363 -0.083 -0.263 -0.146 -0.0880
H -2.92267 -0.86896 -2.16822 0.018 -0.022 0.002 0.3289
```
Forces are in eV/Å.

Output
Multiplicity: 1
Frontier orbital gap, eV: 9.2
SMILES string: CCOC(=O)Cc1csc(NC(=O)[C@H](NC(=O)[C@H]2CC[C@H](C)CC2)C(C)C)n1
ΔE to the lowest compared entry with this formula, charge and spin, kcal per mole: 3.69
Total energy, eV: -44741.183


Entry 4:
The following is a DFT calculation (ωB97M-V with the def2-TZVPD basis set) of C32H36GaN6P2Se2 as an isolated structure.

```
79
Properties=species:S:1:pos:R:3:forces:R:3:mulliken_charge:R:1
Se 4.11095 1.91426 0.23074 0.089 0.059 -0.054 0.0316
Se -2.83255 -1.80802 0.32965 0.168 0.170 0.106 -0.3055
Ga -3.12912 0.72618 -0.02455 -0.244 0.030 -0.002 0.5394
P -0.68491 -1.81525 -0.09458 -0.390 -0.129 -0.009 0.3211
P 2.83477 0.14755 0.30398 -0.592 -0.027 0.051 -0.0183
N -1.08415 0.88395 0.00781 0.103 0.445 -0.112 0.3684
N -3.67980 2.29319 1.57845 0.129 -0.097 -0.134 -0.5797
N 0.79377 1.94251 0.13231 -0.307 -0.293 -0.037 -1.1403
N -1.10810 5.44984 -0.02706 -0.261 -0.165 0.023 0.0049
N -0.50138 2.08717 0.06245 0.547 -0.597 0.104 0.0004
N -3.86778 2.40334 -1.54635 0.209 0.244 0.093 -0.6171
C 1.60022 -4.51945 2.76326 -0.024 -0.040 0.103 -0.7629
C -0.01951 -4.16819 -3.32610 0.046 -0.092 0.044 -0.9205
C -0.83964 -1.55490 -2.82501 0.140 -0.213 -0.105 -0.4260
C 3.37988 -1.56375 4.48454 -0.061 0.009 0.014 -0.6220
C 1.47206 -3.33019 0.68101 0.044 0.053 0.068 0.0798
C -0.80776 -2.03249 -4.12328 0.020 -0.001 -0.001 -0.7194
C 4.11657 -2.27795 -3.31753 -0.004 -0.003 -0.003 -0.6594
C 2.16539 -4.15723 1.54629 0.100 -0.002 0.000 -1.1517
C -0.45171 -2.38725 -1.77174 0.154 0.123 -0.052 1.0163
C 0.20324 -2.86126 1.03773 0.138 0.022 0.125 0.6261
C 3.30769 -0.87220 -1.07080 0.213 -0.025 -0.203 0.9313
C 4.80344 -2.44246 -2.11550 0.010 0.008 -0.057 -0.9222
C -2.31142 4.52477 0.00345 -0.356 0.520 -0.005 1.2732
C 4.28061 -1.04959 2.31604 -0.074 0.034 0.146 -0.7157
C 1.96027 -0.54419 2.82601 0.154 -0.199 0.094 0.0372
C -3.20900 4.78544 -1.18874 0.065 0.055 -0.138 -1.3389
C -0.04419 -3.69471 -2.01949 -0.058 -0.134 -0.037 -0.1354
C 2.64302 -0.68144 -2.28599 0.148 -0.122 0.006 -0.0310
C -4.35799 3.77821 -1.20346 0.091 -0.198 0.171 0.0080
C 3.04848 -1.39204 -3.40402 0.012 -0.074 -0.090 -0.7352
C 1.08074 0.61106 0.10757 -0.007 0.225 0.013 0.0967
C 4.41446 -1.73189 -0.99343 -0.164 -0.038 -0.077 -0.1641
C 4.44929 -1.55695 3.59397 -0.003 0.000 -0.022 -1.0410
C 3.02151 -0.57624 1.91706 0.175 0.108 0.255 1.1887
C 0.34154 -4.05148 3.12177 -0.055 0.061 -0.048 -0.8251
C -0.13525 -0.08023 0.02386 0.077 0.131 -0.023 0.5790
C -0.36567 -3.22073 2.26083 0.237 -0.155 0.037 -0.8329
C 2.14458 -1.04689 4.10577 0.041 -0.015 0.034 -0.7300
C -4.21392 3.68412 1.37431 0.086 -0.087 -0.271 0.0099
C -5.10790 3.75706 0.13241 0.124 -0.237 -0.017 -1.2541
C -0.40405 -3.34470 -4.37119 -0.034 0.103 -0.065 -0.6339
C -3.07926 4.70452 1.29774 0.122 0.000 0.148 -1.3031
H 0.29119 -5.18932 -3.52188 -0.059 0.115 0.032 0.4807
H -1.35401 -2.88190 2.53355 -0.071 0.047 -0.004 0.3102
H -1.89624 3.53802 -0.04691 0.311 -0.281 -0.027 -0.7337
H 4.42937 -2.83247 -4.19606 -0.022 0.063 0.088 0.4571
H -1.10461 -1.39162 -4.94565 -0.004 -0.065 0.058 0.4425
H -3.26875 2.44388 -2.36491 0.096 0.066 -0.143 0.2950
H 5.13771 -0.99115 1.65798 -0.047 0.042 0.054 0.5328
H -3.64544 5.78814 -1.12005 0.028 -0.028 -0.055 0.4490
H 1.83096 0.02634 -2.36702 -0.108 0.015 0.015 0.3862
H 3.14316 -4.53402 1.26590 -0.087 0.025 0.021 0.5232
H -4.43403 1.73129 1.96095 -0.195 -0.015 0.118 0.4111
H -2.97796 2.30220 2.31204 0.129 0.060 0.131 0.3109
H -5.71465 4.65923 0.19909 -0.016 0.066 0.028 0.4782
H -0.48391 5.26489 0.75528 0.128 -0.076 0.187 0.3798
H 2.13935 -5.18612 3.42922 -0.067 0.087 -0.060 0.4636
H -1.17835 -0.54724 -2.63128 -0.033 0.162 0.024 0.3564
H 0.22679 -4.35443 -1.20355 -0.060 0.027 -0.137 0.5696
H -2.42744 4.60915 2.17577 -0.054 -0.004 -0.090 0.4314
H -1.38434 6.42902 0.02003 -0.069 0.232 0.012 0.3813
H -5.80832 2.91767 0.14149 -0.069 0.058 -0.007 0.3808
H 3.51636 -1.95511 5.48782 -0.011 0.061 -0.111 0.4537
H -0.40875 -3.72679 -5.38540 0.036 0.044 0.057 0.4517
H 5.42238 -1.92590 3.90186 -0.128 0.042 -0.029 0.4744
H -4.81614 3.94114 2.23949 -0.122 -0.017 0.169 0.4292
H -3.52782 5.70352 1.33140 0.026 -0.034 0.063 0.4687
H 1.00048 -0.13337 2.54670 -0.015 -0.010 -0.013 0.3929
H 1.90674 -3.07025 -0.27622 0.023 0.017 0.030 0.7761
H 5.65744 -3.11050 -2.05854 -0.136 0.075 -0.023 0.4754
H 4.96868 -1.85811 -0.07435 -0.077 -0.025 -0.066 0.1246
H 1.32467 -1.02242 4.81602 0.092 -0.026 -0.075 0.4591
H -4.66656 1.85546 -1.84565 -0.197 -0.084 -0.044 0.3971
H -2.65354 4.73596 -2.13409 -0.060 -0.010 0.087 0.4515
H 2.53534 -1.24473 -4.34781 0.049 -0.039 0.078 0.4877
H -5.05107 4.09863 -1.97459 -0.152 0.007 -0.151 0.4627
H -0.56555 5.32204 -0.87826 0.101 -0.051 -0.209 0.3822
H -0.10053 -4.34264 4.06743 0.033 -0.002 -0.074 0.4796
```
Forces are in eV/Å.

Output
Multiplicity: 1
Total charge: +3
Frontier orbital gap (spin up / spin down), eV: 7.7 / 4.4
ΔE to the lowest compared entry with this formula, charge and spin, kcal per mole: 0.00
Total energy, eV: -244332.312


Entry 5:
The following is a DFT calculation (ωB97M-V with the def2-TZVPD basis set) of a 2-piece molecular cluster, C4H12N2O overall.

```
19
Properties=species:S:1:pos:R:3:forces:R:3:mulliken_charge:R:1
O 1.43025 1.18093 0.69623 -0.602 0.253 -0.385 -0.4983
N 1.87312 -1.76878 1.03958 0.361 0.185 0.044 -0.6525
N 0.41019 0.43818 0.02588 -1.339 0.865 0.116 0.2150
C 0.63336 -1.52350 1.17484 -0.209 -0.914 0.113 -0.1372
C -2.11278 0.34754 -0.26392 0.455 -0.110 -0.058 -1.0869
C 0.80505 0.27017 -1.36142 -0.001 0.232 0.191 -1.0627
C -0.91753 1.17505 0.17835 1.581 -0.150 -0.041 -0.4594
H 2.01662 0.50234 1.07439 -0.165 -0.332 -0.054 0.3811
H -0.86189 2.11057 -0.39682 -0.032 -0.037 0.108 0.3128
H 0.81756 1.22009 -1.90823 0.022 0.014 0.002 0.3274
H 0.32117 -1.00800 2.08028 -0.070 0.142 -0.024 0.2915
H -0.19717 -1.96291 0.59250 0.481 0.154 0.015 0.2344
H -2.20176 -0.55788 0.33680 -0.067 0.003 -0.043 0.2421
H -2.02469 0.06814 -1.31378 -0.088 -0.051 0.000 0.3050
H 1.80546 -0.15736 -1.39063 -0.004 -0.083 0.024 0.3508
H -0.99381 1.43108 1.23603 0.062 -0.019 -0.069 0.3463
H -3.02041 0.93658 -0.15382 -0.046 0.016 0.051 0.3749
H 2.10639 -2.28633 0.19240 -0.275 -0.095 0.106 0.1970
H 0.11088 -0.41591 -1.83866 -0.064 -0.071 -0.097 0.3187
```
Forces are in eV/Å.

Output
Multiplicity: 1
Frontier orbital gap, eV: 9.7
SMILES string: CCN(C)O.C=N
ΔE to the lowest compared entry with this formula, charge and spin, kcal per mole: 84.25
Total energy, eV: -9367.540